(1)
ORCA calculation (the ωB97M-V functional and the def2-TZVPD basis) on a cluster of 9 separate species, C22H65N3O14 in total.

## Properties
HOMO-LUMO gap   8.052 eV
SMILES   COCCNCCOC.COCCNCCOC.COCCNCCOC.OCCO.OCCO.O.O.O.O
Highest occupied orbital energy   -8.23 eV
Energy relative to the best compared isomer or geometry (same formula, charge and spin)   76.4 kJ/mol
Energy   -56998.7038 eV
Charge   0

Positions of all 104 atoms, in Å:
C -3.4612 0.2940 -2.5358
O -2.4406 1.2753 -2.6308
C -2.6988 2.4086 -1.8466
C -1.4082 3.1644 -1.7064
N -1.5416 4.3564 -0.9016
C -2.3329 5.4099 -1.5022
C -1.9635 6.7712 -0.9446
O -0.6711 7.2117 -1.3319
C -0.5053 7.4477 -2.7065
H -4.4519 0.7232 -2.7161
H -3.4468 -0.2115 -1.5620
H -3.2461 -0.4619 -3.2908
H -3.0783 2.1423 -0.8475
H -3.4934 3.0168 -2.3091
H -0.9855 3.3604 -2.7088
H -0.6972 2.4926 -1.2162
H -0.6200 4.7267 -0.6976
H -3.4093 5.2623 -1.3876
H -2.1425 5.4789 -2.5911
H -1.9488 6.8213 0.1453
H -2.7461 7.4849 -1.2587
H 0.0407 6.6194 -3.1748
H 0.1701 8.3027 -2.8244
H -1.4578 7.6773 -3.1827
C 5.1124 -0.4841 -0.0584
O 4.3887 -1.4281 -0.8070
C 4.0315 -0.9522 -2.0967
C 3.6147 -2.1435 -2.9522
N 2.5441 -2.8874 -2.2966
C 2.0906 -4.0507 -3.0579
C 0.6779 -4.4968 -2.6356
O 0.6719 -5.6911 -1.8597
C 0.7009 -6.8510 -2.6587
H 5.9205 -0.0234 -0.6291
H 5.5376 -0.9819 0.8160
H 4.4488 0.2897 0.3556
H 4.8883 -0.4901 -2.6047
H 3.2181 -0.2202 -2.0327
H 4.4740 -2.7877 -3.1905
H 3.2072 -1.7328 -3.8809
H 2.8929 -3.2423 -1.4092
H 2.7698 -4.9059 -2.9166
H 2.0755 -3.8315 -4.1287
H 0.0026 -4.5978 -3.4889
H 0.2817 -3.7313 -1.9658
H 0.6404 -7.7307 -2.0147
H 1.6365 -6.9342 -3.2257
H -0.1568 -6.9065 -3.3407
C -3.1543 0.1803 1.0756
O -2.9224 1.2568 1.9628
C -1.6996 1.0925 2.6700
C -1.5933 2.2116 3.6828
N -1.7992 3.5241 3.1186
C -0.7401 3.9195 2.2073
C 0.5751 4.0484 2.8945
O 1.4826 4.6740 2.0143
C 2.6630 5.0449 2.6492
H -3.0283 -0.7931 1.5649
H -2.3934 0.2053 0.2773
H -4.1548 0.3430 0.6870
H -0.8713 1.2001 1.9556
H -1.7245 0.1061 3.1449
H -0.6291 2.0972 4.1926
H -2.2733 2.0532 4.5293
H -2.6443 3.4280 2.5613
H -0.9968 4.8788 1.7494
H -0.6579 3.2812 1.3113
H 0.9676 3.0671 3.1962
H 0.4326 4.6335 3.8162
H 3.2939 4.1761 2.9173
H 2.4777 5.5924 3.5818
H 3.2667 5.6410 1.9654
O 0.3669 -3.0167 1.8866
C -0.2419 -1.9781 1.1326
C 0.6113 -1.6435 -0.0764
O 1.6926 -0.8266 0.3273
H 1.1766 -3.2692 1.4251
H -1.1892 -2.2867 0.6702
H -0.3838 -1.0693 1.7211
H 0.0181 -1.2141 -0.8908
H 0.9969 -2.6059 -0.4202
H 2.4586 -0.9709 -0.2438
O -2.0196 -6.3299 -0.7928
C -2.1789 -4.9408 -0.9292
C -2.9561 -4.3795 0.2342
O -3.4833 -3.1185 -0.1123
H -1.1688 -6.5599 -1.1800
H -1.2255 -4.3989 -0.9881
H -2.7132 -4.6664 -1.8516
H -2.2829 -4.3314 1.1004
H -3.7308 -5.1016 0.5216
H -4.3894 -3.0496 0.1938
O -1.3165 -3.1889 4.2110
H -1.2011 -2.2918 4.5369
H -0.7234 -3.2475 3.4470
O 1.6701 0.8405 2.9493
H 2.0118 0.0790 3.4411
H 1.2720 0.4594 2.1593
O 2.6637 -1.5727 4.2363
H 3.4562 -1.5034 4.7754
H 2.6660 -2.4659 3.8706
O 2.8334 -3.9054 0.6231
H 2.6900 -4.7518 1.0595
H 3.6096 -3.5190 1.0449


(2)
ORCA calculation (the ωB97M-V functional and the def2-TZVPD basis) on a cluster of 9 separate species, C22H66N4O9 in total.

## Properties
HOMO-LUMO gap   9.435 eV
SMILES   COC[C@H](C)N.COC[C@H](C)N.COC[C@H](C)N.COC[C@H](C)N.CCO.CCO.CCO.O.O
Highest occupied orbital energy   -9.03 eV
Energy relative to the best compared isomer or geometry (same formula, charge and spin)   146.7 kJ/mol
Energy   -48268.7786 eV
Charge   0

Positions of all 101 atoms, in Å:
C -0.2164 0.5597 2.8732
O -0.0877 -0.6735 2.1869
C 0.6780 -0.6943 0.9717
C -0.1163 -0.3289 -0.2835
C 0.7451 -0.4720 -1.5289
N -0.6880 1.0405 -0.3043
H -0.5675 0.3041 3.8729
H -0.9250 1.2582 2.4307
H 0.7590 1.0486 2.9589
H 1.5741 -0.0664 1.0467
H 0.9745 -1.7445 0.9282
H -0.9700 -1.0074 -0.3495
H 1.6962 0.0547 -1.3956
H 0.2263 0.0454 -2.3372
H 0.9711 -1.4788 -1.8768
H -1.4247 1.0520 0.3911
H 0.0481 1.6669 0.0174
C -1.5681 -2.6914 6.1274
O -2.3134 -1.5998 5.6178
C -3.5474 -1.9660 5.0373
C -4.2248 -0.6593 4.6203
C -5.7495 -0.7351 4.5439
N -3.6404 -0.1317 3.3858
H -2.0537 -3.2143 6.9510
H -0.6057 -2.2725 6.4260
H -1.3094 -3.3883 5.3203
H -3.3740 -2.6028 4.1576
H -4.1877 -2.5696 5.6957
H -4.0426 0.0524 5.4279
H -6.1150 -1.3354 3.7090
H -6.1812 0.2633 4.4796
H -6.1298 -1.1535 5.4789
H -3.7274 -0.8156 2.6355
H -2.6331 -0.1402 3.5413
C -6.4285 0.2672 -5.4379
O -5.4103 1.2616 -5.4045
C -4.6468 1.2065 -4.2357
C -3.5434 2.2485 -4.3599
C -2.5580 2.4173 -3.2306
N -4.1148 3.5982 -4.6718
H -6.9836 0.1267 -4.5092
H -5.9309 -0.6831 -5.6733
H -7.0671 0.5363 -6.2742
H -5.2563 1.3173 -3.3262
H -4.1727 0.2261 -4.0522
H -2.9540 2.0280 -5.2564
H -3.0494 2.6266 -2.2724
H -1.9445 3.3035 -3.3763
H -1.8941 1.5664 -3.0666
H -4.4872 3.5410 -5.6141
H -4.9264 3.7459 -4.0770
C -0.2597 4.8607 -5.3572
O 1.1234 4.7088 -5.5423
C 1.7508 3.8413 -4.6315
C 1.4236 2.3402 -4.8196
C 2.4696 1.5126 -4.0719
N 1.5372 1.9867 -6.2490
H -0.5382 5.8251 -5.7730
H -0.5750 4.7874 -4.3100
H -0.8888 4.1004 -5.8422
H 2.8330 3.9095 -4.7810
H 1.5510 4.2040 -3.6136
H 0.3728 2.1706 -4.5785
H 2.7287 1.9068 -3.0858
H 3.3317 1.3997 -4.7203
H 1.9762 0.5635 -3.8536
H 0.6923 2.2617 -6.7346
H 2.3030 2.4897 -6.6842
C 2.7332 -1.6518 4.3141
C 3.5376 -2.9212 4.1524
O 2.8859 -4.0167 4.8563
H 3.2872 -0.8221 3.8718
H 2.5696 -1.4706 5.3775
H 1.7353 -1.6830 3.8748
H 4.5360 -2.8162 4.5843
H 3.6964 -3.2231 3.1141
H 3.5658 -4.3795 5.4269
C 3.7775 -3.1543 -2.2117
C 4.7644 -3.3920 -1.0681
O 5.1424 -2.1457 -0.4689
H 3.1326 -2.2819 -2.0954
H 3.2445 -4.0682 -2.4730
H 4.2860 -2.8283 -3.1319
H 5.6476 -3.8805 -1.4798
H 4.2933 -4.0267 -0.3219
H 5.9507 -1.8654 -0.9055
C 4.3207 1.5180 2.3613
C 5.6012 1.2311 3.1328
O 6.1515 2.4854 3.5977
H 4.0565 0.6045 1.8161
H 4.5307 2.2970 1.6307
H 3.4874 1.7097 3.0329
H 6.3556 0.7395 2.5183
H 5.3045 0.6413 4.0090
H 7.0899 2.3120 3.7211
O -1.5988 -3.1539 1.4573
H -2.4876 -2.8730 1.2187
H -1.1482 -2.3420 1.7376
O 0.3326 -4.3829 3.7879
H 0.2399 -3.6684 3.1497
H 1.2407 -4.2980 4.1422